Record 1
Computed, not measured: a 2-piece molecular cluster, C2H3ClO2S overall at a distorted geometry, with ωB97M-V with the def2-TZVPD basis set.

```
9
C2H3ClO2S | the OMol25 dataset | ωB97M-V with the def2-TZVPD basis set
C -1.07827 0.72596 -0.69620
C 0.74454 -0.07769 0.39481
O -3.49734 -0.60210 -0.71371
O -2.09047 -1.08525 1.27074
S -2.17835 -0.57786 -0.09188
Cl 0.82851 -1.66872 -0.38378
H -0.76009 0.55756 -1.77662
H 0.37340 -0.10825 1.39584
H 1.36656 0.81240 0.03133
```

- maximum force (eV/A) = 4.8
- HOMO level (spin up / spin down) (eV) = -9.35 / -9.35
- total charge = 0
- gap between HOMO and LUMO (spin up / spin down) (eV) = 7.77 / 7.77

=====

Record 2
Computed, not measured: a 2-piece molecular cluster, C2H3ClO2S overall at a distorted geometry, with ωB97M-V with the def2-TZVPD basis set.

```
9
C2H3ClO2S | the OMol25 dataset | ωB97M-V with the def2-TZVPD basis set
O -1.47786 -1.69823 -1.12812
C -0.91150 -1.28455 -0.15288
Cl 0.43189 -2.07623 0.53400
C -1.33968 -0.13718 0.59449
S -0.71747 0.38638 1.99049
H -2.21179 0.25577 0.12406
O 1.76295 1.72738 -0.55767
H 2.31761 1.96820 -1.25178
H 2.14586 0.85847 -0.15259
```

- maximum force (eV/A) = 4.4
- HOMO level (eV) = -9.61
- total charge = 0
- gap between HOMO and LUMO (eV) = 7.65

=====

Record 3
Computed, not measured: a 2-piece molecular cluster, C2H3ClO2S overall at a distorted geometry, with ωB97M-V with the def2-TZVPD basis set.

```
9
C2H3ClO2S | the OMol25 dataset | ωB97M-V with the def2-TZVPD basis set
C -1.15010 -0.32678 0.14792
C -0.30809 -0.79933 -0.91874
O 0.60331 1.70597 -0.45293
O 0.34650 -1.63194 -1.42240
S -0.63994 1.14356 -0.90681
Cl 2.05241 -0.24263 1.45610
H -2.15548 -0.41768 0.07442
H -0.67990 -0.28603 1.18580
H 1.93131 0.85484 0.83665
```

- maximum force (eV/A) = 4.5
- HOMO level (eV) = -8.91
- total charge = 0
- gap between HOMO and LUMO (eV) = 8.89

=====

Record 4
Computed, not measured: a 2-piece molecular cluster, C2H3ClO3 overall at a distorted geometry, with ωB97M-V with the def2-TZVPD basis set.

```
9
C2H3ClO3 | the OMol25 dataset | ωB97M-V with the def2-TZVPD basis set
C 0.27360 -1.47700 -0.33217
C 0.16347 1.09311 0.65530
O 0.23912 -1.13617 -1.58996
O 0.13090 1.31144 -0.53046
O -0.86682 1.22832 1.45874
Cl 0.50255 -3.16336 -0.18881
H 1.06387 0.80702 1.21049
H 0.15232 -0.15769 -1.64226
H -1.65902 1.49432 0.95913
```

- maximum force (eV/A) = 1.2
- HOMO level (eV) = -9.30
- total charge = 0
- gap between HOMO and LUMO (eV) = 9.83

=====

Record 5
Computed, not measured: a 2-piece molecular cluster, C2H3ClO3 overall at a distorted geometry, with ωB97M-V with the def2-TZVPD basis set.

```
9
C2H3ClO3 | the OMol25 dataset | ωB97M-V with the def2-TZVPD basis set
C -1.63788 0.06877 -0.12916
C 1.14434 -0.38649 0.17565
O -1.33525 0.96467 -1.05717
O 1.39488 0.53981 -0.56929
O 1.49063 -0.64049 1.38905
Cl -3.26740 -0.40872 -0.33393
H 0.69569 -1.25027 -0.29911
H -0.35880 1.14693 -1.11004
H 1.87380 -0.03421 1.93400
```

- maximum force (eV/A) = 4.2
- HOMO level (eV) = -9.37
- total charge = 0
- gap between HOMO and LUMO (eV) = 9.76

=====

Record 6
Computed, not measured: one molecule with the formula C2H3ClS at a distorted geometry, with ωB97M-V with the def2-TZVPD basis set.

```
7
C2H3ClS | the OMol25 dataset | ωB97M-V with the def2-TZVPD basis set
C 0.96638 -0.30810 -0.00283
C -0.24881 0.03160 -0.20352
S -1.33013 1.34232 -0.37397
Cl -1.36283 -1.61172 -0.45829
H 1.69035 -1.13928 -0.27452
H 1.73004 0.50033 0.34540
H -1.44500 1.18484 0.96773
```

- maximum force (eV/A) = 6.3
- HOMO level (eV) = -9.70
- total charge = 0
- gap between HOMO and LUMO (eV) = 10.13

=====

Record 7
Computed, not measured: a 2-piece molecular cluster, C2H3ClS2 overall at a distorted geometry, with ωB97M-V with the def2-TZVPD basis set.

```
8
C2H3ClS2 | the OMol25 dataset | ωB97M-V with the def2-TZVPD basis set
C -1.93834 0.31990 -0.08218
C 1.47757 -0.11305 -0.04826
S -1.33650 1.81316 0.14023
S 0.43870 -1.61130 0.14066
Cl -3.31970 -0.47352 -0.01870
H 1.63944 0.17563 1.06142
H 0.77382 0.48760 -0.58002
H 2.26500 -0.59841 -0.61316
```

- maximum force (eV/A) = 4.3
- HOMO level (spin up / spin down) (eV) = -8.82 / -8.43
- total charge = 0
- gap between HOMO and LUMO (spin up / spin down) (eV) = 7.75 / 7.00

=====

Record 8
Computed, not measured: C2H3CoO as an isolated structure at a distorted geometry, with ωB97M-V with the def2-TZVPD basis set.

```
7
C2H3CoO | the OMol25 dataset | ωB97M-V with the def2-TZVPD basis set
O -0.37457 0.87554 0.40312
C 0.19290 0.86042 -0.85525
Co 1.88993 0.95136 0.53299
H -1.34418 0.90244 0.47840
C 0.10553 -0.81081 -0.13129
H 0.09566 -1.46620 -1.00769
H -0.56527 -1.31275 0.57972
```

- 2S+1 = 4
- maximum force (eV/A) = 5.4
- HOMO level (spin up / spin down) (eV) = -13.68 / -14.54
- total charge = +1
- gap between HOMO and LUMO (spin up / spin down) (eV) = 7.64 / 8.34

=====

Record 9
Computed, not measured: C2H3CsLiO3 as an isolated structure at a distorted geometry, with ωB97M-V with the def2-TZVPD basis set.

```
10
C2H3CsLiO3 | the OMol25 dataset | ωB97M-V with the def2-TZVPD basis set
O -0.50452 1.79308 -0.50311
C -1.32215 0.97386 -0.11367
C -0.92985 -0.37623 0.40736
O 0.24502 -0.77909 -0.14245
O 3.02241 0.10130 -0.35423
Cs 3.27498 -2.44614 -0.04702
Li 1.32253 0.94714 -0.58206
H -2.39505 1.11417 -0.35760
H -1.79648 -1.03793 0.17321
H -0.91689 -0.29017 1.51957
```

- 2S+1 = 2
- maximum force (eV/A) = 1.1
- HOMO level (spin up / spin down) (eV) = -7.43 / -7.40
- total charge = 0
- gap between HOMO and LUMO (spin up / spin down) (eV) = 7.08 / 7.05

=====

Record 10
Computed, not measured: C2H3F24O2P4Zn as an isolated structure at a distorted geometry, with ωB97M-V with the def2-TZVPD basis set.

```
36
C2H3F24O2P4Zn | the OMol25 dataset | ωB97M-V with the def2-TZVPD basis set
Zn -0.08350 -0.39329 0.28350
C 0.85374 3.44356 0.69164
C -0.46782 2.75706 0.46285
O -0.42236 1.48702 0.57640
O -1.46973 3.42686 0.20393
H 1.30196 3.13046 1.63861
H 0.73827 4.52520 0.79529
H 1.55594 3.18950 -0.10310
P -2.63747 0.83612 -2.80054
F -4.21797 0.65708 -3.23823
F -2.27836 1.44740 -4.21843
F -2.87849 2.34101 -2.25805
F -1.04707 0.84909 -2.37957
F -3.03701 0.34243 -1.30380
F -2.40433 -0.67621 -3.41382
P 0.94379 -0.70053 3.63338
F -0.02285 -1.69563 4.44322
F 2.02584 -0.68083 4.84663
F 1.65946 -2.03170 2.98335
F 1.87008 0.30115 2.76575
F -0.13063 -0.73858 2.33331
F 0.17802 0.54766 4.30724
P -1.24071 -2.85507 -0.39220
F -1.92787 -3.92903 0.61091
F -2.54299 -2.88158 -1.29423
F -1.89424 -1.61407 0.51744
F -0.53193 -1.71394 -1.25699
F 0.07662 -2.61798 0.60655
F -0.48670 -3.94738 -1.29141
P 2.68134 -0.41527 -1.13902
F 3.27891 0.14989 -2.51580
F 1.27535 0.37254 -1.37006
F 2.04745 -1.71790 -1.86636
F 1.99255 -0.87620 0.27174
F 4.02872 -1.21023 -0.79750
F 3.21400 0.89139 -0.33265
```

- maximum force (eV/A) = 1.9
- HOMO level (eV) = -0.81
- total charge = -3
- gap between HOMO and LUMO (eV) = 8.11

=====

Record 11
Computed, not measured: C2H3F2IO2 as an isolated structure at a distorted geometry, with ωB97M-V with the def2-TZVPD basis set.

```
10
C2H3F2IO2 | the OMol25 dataset | ωB97M-V with the def2-TZVPD basis set
C 0.24131 0.00738 0.12255
C 1.74175 1.80116 1.20693
O 0.25295 1.29053 0.63323
O 1.86514 1.29425 2.41020
F 1.75280 3.09801 1.21332
F 2.74038 1.40190 0.43114
I 3.53974 0.59946 3.13408
H 0.90010 -0.29715 -0.61525
H -0.71484 -0.03204 -0.23981
H 0.39610 -0.87900 0.79320
```

- maximum force (eV/A) = 5.7
- HOMO level (eV) = -10.15
- total charge = 0
- gap between HOMO and LUMO (eV) = 8.79

=====

Record 12
Computed, not measured: a 2-piece molecular cluster, C2H3F2N overall at a distorted geometry, with ωB97M-V with the def2-TZVPD basis set.

```
8
C2H3F2N | the OMol25 dataset | ωB97M-V with the def2-TZVPD basis set
C 0.03615 0.16654 -0.71882
C -0.67573 0.47844 1.63216
N -0.57915 0.43789 0.35239
F -1.09150 1.56284 2.21009
F -2.31107 1.19689 -0.27217
H 1.21593 -0.08825 -0.84205
H -0.58160 0.26389 -1.60404
H -0.37245 -0.22682 2.44291
```

- maximum force (eV/A) = 3.2
- HOMO level (spin up / spin down) (eV) = -9.57 / -8.44
- total charge = 0
- gap between HOMO and LUMO (spin up / spin down) (eV) = 8.53 / 7.37

=====

Question: Which of these has the highest maximum force?
Answer: C2H3ClS